Entry from the Open Molecules 2025 dataset: the ion C2H6N5 with charge +1 (ωB97M-V/def2-TZVPD).

Geometry as XYZ:
```
13
Properties=species:S:1:pos:R:3:forces:R:3
C -0.517820 0.585241 -0.304750 1.829 -2.843 -2.310
C 1.146155 -1.437849 0.416237 -3.583 1.854 0.074
N 0.137450 -0.628929 -0.387198 -0.649 -0.429 0.506
N -1.240878 0.716864 -1.391748 0.524 0.682 0.780
N -0.301261 -1.238860 -1.490250 0.441 1.632 -0.141
N -1.039714 -0.387723 -2.107389 -1.181 -0.618 -0.492
N -0.447538 1.566911 0.716352 -1.362 0.565 2.950
H 0.788869 -1.175674 1.413914 1.065 -0.857 0.385
H 2.014737 -1.006858 0.082556 2.651 0.585 0.056
H 1.033097 -2.449651 0.081107 -0.127 -0.456 0.254
H 0.435831 2.157486 0.951628 -1.332 -1.615 -0.752
H -0.829718 1.036791 1.638919 1.072 2.104 -2.086
H -1.179211 2.262251 0.380622 0.652 -0.604 0.777
```
Positions in Å, forces in eV/Å.

Properties
- energy (Eh) = -353.22210
- relative energy (zero: lowest compared OMol25 entry of this formula, charge and spin) (kJ/mol) = 323.51
- LUMO energy (eV) = -4.79
- frontier orbital gap (hartree) = 0.379
- SMILES = Cn1nnnc1[NH3+]
- multiplicity = 1
- total charge = +1

Table of Mulliken atomic charges, one value per atom, all in e: C 0.132; C -0.703; N 0.409; N -0.218; N -0.196; N -0.365; N -0.292; H 0.268; H 0.357; H 0.320; H 0.405; H 0.444; H 0.438